{
  "formula": "C39H37F6OP2RuSSbSi",
  "method": "ωB97M-V with the def2-TZVPD basis set",
  "species": ["Ru", "O", "S", "C", "C", "C", "C", "C", "C", "P", "C", "C", "C", "C", "C", "C", "C", "C", "C", "C", "C", "C", "C", "C", "C", "C", "C", "C", "P", "C", "C", "C", "C", "C", "C", "C", "C", "C", "C", "C", "C", "H", "H", "H", "H", "H", "H", "H", "H", "H", "H", "H", "H", "H", "H", "H", "H", "H", "H", "H", "H", "H", "H", "H", "H", "H", "H", "H", "H", "F", "Sb", "F", "F", "F", "F", "F", "C", "Si", "C", "C", "H", "H", "H", "H", "H", "H", "H", "H", "H"],
  "coordinates": [[-0.6518, -0.3530, 0.6888], [1.0587, -3.7871, -0.7536], [0.9559, -2.3387, -0.9628], [0.3722, -2.0193, -2.6177], [0.7909, -2.8518, -3.6468], [0.4483, -2.5263, -4.9456], [-0.2949, -1.3767, -5.2100], [-0.7565, -0.5874, -4.1724], [-0.4361, -0.9171, -2.8539], [-1.3334, -0.0502, -1.5342], [-0.9592, 1.7020, -1.7363], [0.2041, 2.1025, -2.3980], [0.5014, 3.4521, -2.5048], [-0.3405, 4.4015, -1.9362], [-1.4871, 4.0066, -1.2554], [-1.7959, 2.6595, -1.1503], [-3.0317, -0.3800, -2.0514], [-3.4678, -1.6985, -1.8967], [-4.7076, -2.0778, -2.3807], [-5.5215, -1.1383, -3.0067], [-5.0912, 0.1734, -3.1547], [-3.8415, 0.5591, -2.6826], [2.5848, -1.6015, -1.1803], [3.5260, -2.1991, -1.9980], [4.7238, -1.5318, -2.2216], [4.9585, -0.2881, -1.6449], [4.0290, 0.2776, -0.7796], [2.8472, -0.4031, -0.5209], [1.7655, -0.0053, 0.8646], [2.2361, -1.3631, 1.9774], [3.5692, -1.5171, 2.3599], [3.9249, -2.5274, 3.2368], [2.9648, -3.4095, 3.7158], [1.6469, -3.3004, 3.3030], [1.2927, -2.2799, 2.4392], [2.2254, 1.5932, 1.5207], [3.0411, 1.7638, 2.6349], [3.3687, 3.0494, 3.0400], [2.8771, 4.1524, 2.3547], [2.0385, 3.9829, 1.2607], [1.7022, 2.7048, 0.8486], [1.3590, -3.7498, -3.4257], [0.7606, -3.1695, -5.7587], [-0.5460, -1.1174, -6.2313], [-1.3861, 0.2703, -4.3796], [0.8641, 1.3666, -2.8412], [1.3947, 3.7658, -3.0324], [-0.1056, 5.4549, -2.0270], [-2.1414, 4.7489, -0.8118], [-2.6992, 2.3472, -0.6404], [-2.8285, -2.4316, -1.4102], [-5.0431, -3.1034, -2.2752], [-6.4916, -1.4330, -3.3867], [-5.7264, 0.9018, -3.6459], [-3.5048, 1.5784, -2.8230], [3.3375, -3.1664, -2.4507], [5.4745, -1.9852, -2.8568], [5.8864, 0.2326, -1.8465], [4.2381, 1.2163, -0.2787], [4.3317, -0.8590, 1.9579], [4.9558, -2.6267, 3.5497], [3.2446, -4.1919, 4.4107], [0.9014, -3.9985, 3.6630], [0.2578, -2.2240, 2.1363], [3.3942, 0.9160, 3.2045], [3.9985, 3.1857, 3.9099], [3.1359, 5.1509, 2.6868], [1.6425, 4.8453, 0.7377], [1.0352, 2.5639, 0.0078], [-0.2244, 0.2624, 2.7152], [-0.0943, 0.4540, 4.7926], [0.1311, 2.2235, 4.2691], [-1.9673, 0.6041, 4.6912], [-0.0365, 0.7204, 6.6164], [-0.3749, -1.4016, 4.7446], [1.7265, 0.1158, 4.5785], [-2.7220, 1.6097, 1.9930], [-3.0985, -0.1458, 1.5301], [-4.7254, -0.2159, 0.6951], [-2.7744, -1.7411, 2.4089], [-3.4162, 2.2503, 1.4492], [-1.7019, 1.9454, 1.8326], [-2.9043, 1.6881, 3.0705], [-5.4806, -0.0815, 1.4868], [-4.9097, -1.1787, 0.2155], [-4.8656, 0.5786, -0.0416], [-3.7576, -2.1197, 2.7166], [-2.1495, -1.6121, 3.2895], [-2.3312, -2.4965, 1.7546]],
  "atomic_forces_ev_per_a": [[0.63, 0.29, 0.06], [-0.01, 0.27, -0.05], [0.13, -0.31, 0.11], [-0.12, 0.09, 0.07], [0.03, -0.13, 0.01], [-0.03, 0.02, -0.07], [-0.01, -0.01, -0.07], [-0.01, -0.04, -0.02], [0.09, -0.14, 0.20], [-0.19, 0.26, -0.57], [-0.01, 0.03, 0.16], [-0.04, 0.01, -0.06], [0.05, 0.05, -0.01], [0.00, -0.01, 0.00], [-0.03, 0.00, 0.06], [0.06, -0.01, -0.07], [0.01, -0.03, 0.09], [0.03, 0.04, -0.08], [-0.03, -0.07, -0.02], [0.02, 0.02, 0.00], [-0.02, 0.05, 0.02], [-0.03, -0.06, -0.05], [-0.07, 0.03, 0.06], [0.00, -0.06, -0.03], [0.05, 0.03, 0.01], [0.02, -0.02, -0.02], [0.08, 0.00, -0.02], [-0.31, 0.07, -0.26], [0.91, -0.58, 0.54], [-0.16, -0.03, 0.11], [0.07, 0.02, -0.11], [0.04, 0.04, -0.01], [-0.01, -0.06, 0.07], [0.08, -0.05, 0.00], [0.24, 0.10, -0.05], [-0.32, 0.15, -0.23], [0.09, 0.00, 0.09], [-0.01, -0.02, 0.03], [0.03, 0.03, 0.07], [-0.07, -0.02, -0.05], [0.11, 0.02, 0.09], [-0.07, 0.10, -0.01], [-0.01, 0.04, 0.02], [0.02, -0.02, 0.05], [-0.01, -0.04, -0.02], [0.00, 0.02, -0.01], [-0.06, -0.02, 0.03], [-0.01, -0.04, 0.00], [0.05, -0.06, -0.05], [0.02, 0.05, -0.02], [-0.03, -0.03, -0.04], [0.03, 0.08, 0.00], [0.03, 0.01, 0.02], [0.05, -0.06, 0.03], [-0.01, -0.01, -0.02], [0.03, 0.10, 0.04], [-0.03, 0.04, 0.02], [-0.03, -0.03, 0.01], [-0.01, -0.05, -0.02], [0.00, 0.01, 0.08], [-0.01, -0.01, -0.02], [0.02, 0.04, -0.05], [0.03, 0.07, -0.04], [-0.35, 0.08, -0.04], [0.02, 0.05, -0.08], [-0.01, 0.01, -0.04], [-0.01, -0.06, -0.02], [0.01, -0.05, 0.03], [-0.01, 0.04, -0.08], [-0.22, -0.23, -0.21], [-0.13, -0.32, -0.18], [-0.02, 0.36, 0.05], [-0.18, 0.12, -0.06], [0.04, -0.03, 0.11], [-0.06, -0.11, 0.10], [0.20, 0.01, 0.07], [0.14, -0.05, 0.11], [-1.04, -0.06, -0.07], [-0.19, -0.03, -0.25], [0.19, 0.12, 0.33], [0.00, -0.04, 0.00], [0.12, 0.20, 0.08], [0.02, -0.03, 0.01], [0.11, 0.01, -0.07], [-0.06, 0.10, 0.13], [-0.05, -0.07, 0.09], [0.07, 0.00, -0.06], [0.09, -0.08, 0.09], [-0.04, -0.11, -0.02]],
  "total_energy_ev": -105793.1497,
  "homo_ev": [-13.8, -14.3],
  "spin_multiplicity": 5,
  "charge": 2,
  "s_squared": 6.020
}